No. 1
The following is a DFT calculation (ωB97M-V/def2-TZVPD) of 5 unconnected molecules or ions with the total composition C22H42N2O9 at a distorted geometry.

As for the total energy: -1650.11863 a.u. Its gap between HOMO and LUMO is 0.36052 hartree. For the energy above the lowest of the compared OMol25 structures with the same formula, charge and spin, the calculation gives 0.0 kJ/mol. Its largest force on an atom is 0.0389 hartree/bohr.

Geometry as ORCA input:
```
! RIJCOSX wB97M-V def2-TZVPD def2/J DEFGRID3
* xyz 0 1
H -1.7520 -1.5042 0.4469
N -2.5091 -2.0394 0.0102
C -2.9693 -1.3698 -0.9601
C -2.4886 -0.0164 -1.4217
C -2.1893 0.9528 -0.3053
C -1.1846 2.1182 -0.6175
N -1.6992 3.3748 0.0162
C -2.7139 2.8573 0.9214
O -2.8727 3.2202 2.0726
C -3.4225 1.7754 0.1455
H -3.7898 -1.8066 -1.5201
H -3.2935 0.4216 -2.0148
H -1.6603 -0.1485 -2.1077
H -1.7775 0.5587 0.6192
H -0.2464 1.9027 -0.1079
H -0.8732 2.2377 -1.6509
H -2.2302 3.7900 -0.7460
H -3.8553 2.2438 -0.7366
H -4.1307 1.1361 0.6584
C -0.0096 0.7240 6.9759
C 0.9158 1.0339 5.8182
O 0.4975 0.3860 4.6157
C -0.4055 0.9111 3.7660
C -1.2467 2.0837 4.1924
O -0.5555 0.3715 2.7004
H -1.0165 1.0989 6.7940
H 0.3654 1.1753 7.8948
H -0.0852 -0.3539 7.1196
H 1.0362 2.1059 5.6590
H 1.9083 0.6359 6.0261
H -2.1675 1.7151 4.6429
H -1.5058 2.6711 3.3034
H -0.7410 2.7506 4.8887
C 3.0803 -1.0704 3.5806
C 4.1704 -1.9998 3.0931
O 5.4769 -1.5204 3.4294
C 6.0727 -1.7755 4.6085
C 5.2499 -2.3379 5.7457
O 7.2276 -1.4881 4.7513
H 3.0746 -0.9946 4.6682
H 2.1012 -1.4212 3.2576
H 3.2363 -0.0658 3.1877
H 4.0319 -3.0225 3.4471
H 4.1562 -2.0425 2.0052
H 4.8531 -1.5125 6.3350
H 5.9066 -2.9348 6.3731
H 4.4333 -2.9817 5.4273
C 2.2661 -3.5746 -4.8723
C 1.9032 -2.3526 -4.0545
O 0.4998 -2.0851 -4.0917
C -0.3814 -2.6550 -3.2521
C 0.0342 -3.8414 -2.4182
O -1.5080 -2.2417 -3.2321
H 1.8017 -4.4769 -4.4739
H 3.3466 -3.7193 -4.8814
H 1.9193 -3.4575 -5.8989
H 2.2563 -2.4221 -3.0252
H 2.3713 -1.4688 -4.4842
H -0.1889 -4.7543 -2.9688
H -0.5538 -3.8281 -1.5025
H 1.0835 -3.8362 -2.1318
C -3.1024 3.7272 -5.7632
C -1.6515 3.3628 -5.9980
O -1.0318 2.8578 -4.8130
C -1.0864 1.5624 -4.4498
C -2.0598 0.6330 -5.1309
O -0.4024 1.1909 -3.5361
H -3.6958 2.8543 -5.4902
H -3.5346 4.1697 -6.6608
H -3.1828 4.4438 -4.9457
H -1.5284 2.6650 -6.8269
H -1.0854 4.2562 -6.2560
H -2.9968 0.6352 -4.5750
H -1.6410 -0.3705 -5.1034
H -2.2537 0.8803 -6.1725
*
```

No. 2
The following is a DFT calculation (ωB97M-V/def2-TZVPD) of 4 unconnected molecules or ions with the total composition C22H42N3O5 at a distorted geometry.

As for the total energy: -1403.42943 a.u. Its gap between HOMO and LUMO is 0.16085 hartree. Its largest force on an atom is 0.0929 hartree/bohr.

Geometry as ORCA input:
```
! RIJCOSX wB97M-V def2-TZVPD def2/J DEFGRID3
* xyz 1 1
O -2.0369 -0.1038 5.0028
C -1.9460 0.9822 4.5168
O -2.9633 1.4778 3.6095
N -3.5217 2.5916 4.1810
C -4.7330 2.6447 4.7675
N -6.0133 2.8438 4.0688
C -6.6468 3.8683 4.9412
C -6.4740 3.1089 6.3341
N -5.0849 2.5887 6.1157
C -0.7692 1.9700 4.8507
C -0.2981 3.0000 3.9243
C 0.7795 3.9184 4.3206
C 1.3792 3.7741 5.6462
C 0.9010 2.7048 6.5376
C -0.1736 1.7885 6.1794
H -3.0004 3.4744 4.1041
H -6.5299 1.9630 4.2238
H -5.8720 4.6836 5.0474
H -7.6649 4.2222 4.6591
H -7.2373 2.2743 6.3804
H -6.5857 3.7345 7.2608
H -4.9274 1.6963 6.6010
H -0.7471 3.1108 2.9036
H 1.1285 4.6896 3.6027
H 2.1923 4.4492 5.9951
H 1.3880 2.5813 7.5341
H -0.5191 0.9968 6.8784
C 0.6641 -1.5146 3.4921
C 1.1967 -0.3192 2.7482
O 2.5848 -0.3708 2.4715
C 3.0267 -1.4566 1.6680
C 2.3878 -1.4943 0.2908
H 1.1894 -1.6492 4.4412
H -0.3987 -1.3675 3.6898
H 0.7772 -2.4402 2.9256
H 1.0391 0.5643 3.3701
H 0.6357 -0.1538 1.8206
H 2.8759 -2.4035 2.1974
H 4.1060 -1.3366 1.5546
H 1.3047 -1.6206 0.3454
H 2.7926 -2.3231 -0.2925
H 2.5815 -0.5627 -0.2458
C 1.6149 0.0691 -5.7335
C 1.7605 -0.5036 -4.3341
O 2.9422 -0.0863 -3.6675
C 3.0918 1.3106 -3.4647
C 1.9788 1.9254 -2.6338
H 2.4769 -0.2021 -6.3479
H 0.7099 -0.3148 -6.2088
H 1.5503 1.1584 -5.7240
H 1.8139 -1.5920 -4.4029
H 0.8802 -0.2752 -3.7234
H 3.1938 1.8233 -4.4270
H 4.0409 1.4473 -2.9415
H 1.0048 1.8225 -3.1153
H 2.1639 2.9902 -2.4774
H 1.9157 1.4350 -1.6591
C 2.8846 -4.8877 -8.0236
C 2.2128 -3.6781 -7.3958
O 0.9074 -3.4299 -7.8942
C -0.0445 -4.4654 -7.7071
C -0.2818 -4.8176 -6.2483
H 2.9409 -4.7721 -9.1088
H 3.8960 -5.0073 -7.6297
H 2.3371 -5.8094 -7.8212
H 2.8047 -2.7894 -7.6237
H 2.1911 -3.7629 -6.3039
H 0.2426 -5.3512 -8.2834
H -0.9798 -4.1057 -8.1414
H 0.6225 -5.1909 -5.7648
H -1.0492 -5.5896 -6.1650
H -0.6105 -3.9363 -5.6918
*
```

In the order shown, the computed LUMO values come out to 0.500; -6.288 eV.